23
Properties=species:S:1:pos:R:3:forces:R:3 method="wB97M-V/def2-TZVPD" total_charge=+1 orbital_gap_ha=0.442 total_energy_ha=-441.24470 de_lowest_kcal_mol=39.4
C 2.150663 1.534829 -0.533789 3.2154 -1.2976 -0.3631
C 1.483331 0.458252 0.236179 0.0751 0.9992 4.8309
N 1.215583 -0.800582 -0.476985 -0.8558 -0.4349 -0.3105
H 2.516326 2.423202 -0.010675 -1.1256 -0.0619 0.3065
H 3.161669 1.142595 -0.818319 -0.6372 0.0785 -0.3937
H 1.613851 1.706580 -1.416984 -0.6979 0.9019 -1.2642
H 2.166126 0.091191 1.164222 -1.6451 1.0277 -2.1844
H 0.568208 0.926251 0.717183 0.7496 -1.3245 -0.7207
H 0.844771 -1.513066 0.187989 0.8876 0.4400 0.1385
H 2.092975 -1.043690 -0.904791 0.4474 -0.8013 -0.1961
H 0.542594 -0.831633 -1.248076 0.0875 0.8975 -0.3291
H -3.273020 -0.515914 1.624724 -1.9908 -0.4906 -0.8888
H -2.245238 0.402170 2.153044 -0.1315 -2.4798 -0.3104
O -2.439787 -0.597512 2.021329 2.2099 2.5545 1.4352
H -0.203944 -0.695364 -3.730984 1.1613 0.0065 0.1872
H 1.278352 -0.187797 -4.000092 -1.1455 -0.9988 1.0356
O 0.715328 -0.730541 -3.371269 -0.0991 0.9910 -1.1306
H -2.704920 2.420356 0.435606 0.0043 -1.0986 -0.3998
H -3.432604 1.116458 0.284359 -4.6709 -1.7337 0.1220
O -2.617059 1.461251 0.219052 4.6289 3.2793 0.0259
H -0.662701 -1.255816 1.752992 -3.6242 0.1323 -0.9168
H 0.240582 -1.269026 2.827889 0.6751 -0.1583 1.7885
O 0.239509 -1.292062 1.894197 2.4815 -0.4284 -0.4621


24
Properties=species:S:1:pos:R:3:forces:R:3 method="wB97M-V/def2-TZVPD" total_charge=+1 orbital_gap_ha=0.389 total_energy_ha=-516.50128 de_lowest_kcal_mol=20.1
C -0.153202 0.514189 -2.483072 -0.0894 -0.2804 -0.8079
C -0.114562 -1.897248 -2.459336 0.7918 -0.3599 -0.0698
N -0.556935 -0.815743 -1.997271 -0.3212 0.8894 0.1538
H 0.903918 0.694428 -2.313867 -0.0060 0.0063 0.2215
H -0.785821 1.287894 -2.065184 0.0805 -0.1054 0.3926
H -0.359317 0.503897 -3.553149 0.2163 0.1684 -0.0312
H 0.728679 -1.910698 -3.143128 -0.2463 0.3159 -0.2834
H -0.481977 -2.857596 -2.159003 -0.3736 -0.1551 0.5303
H -1.246792 -0.813401 -1.230714 -0.1908 -0.7516 -0.1214
H 1.503900 -1.802703 0.931929 -0.5994 -0.3912 -0.0933
H 1.753308 -0.483700 0.360841 -0.7736 0.2752 -0.3565
O 1.055596 -1.173355 0.348052 1.2521 0.0684 0.4464
H -0.831065 1.601055 2.076631 -0.0695 -0.4231 -0.5193
H -2.159221 1.769771 1.370383 -0.2075 -0.3243 -0.0407
O -1.511415 1.086196 1.585887 0.1765 0.9492 0.1175
H 1.481391 1.371512 3.013915 0.0504 0.3282 -0.1372
H 0.115343 0.885188 3.373693 0.0361 0.1415 0.3467
O 0.583055 1.701840 3.144413 0.1166 -0.5853 0.1542
H -2.483920 -1.691612 1.022140 -0.0035 0.0573 0.0896
H -1.553874 -0.498962 0.618932 -0.3954 -0.1696 0.7365
O -2.088245 -1.239366 0.275576 0.3627 0.2332 -0.7507
H 3.351505 1.395897 0.239961 -0.1115 0.2411 -0.0341
H 1.974672 2.128068 0.235548 0.1504 0.0293 0.0808
O 2.396637 1.263159 0.258203 0.1541 -0.1575 -0.0246


24
Properties=species:S:1:pos:R:3:forces:R:3 method="wB97M-V/def2-TZVPD" orbital_gap_ha=0.130 total_energy_ha=-859.93761 de_lowest_kcal_mol=158.9
C -1.810087 1.261105 1.222718 -1.1379 -1.4632 0.1699
S -2.012768 -0.239592 0.354939 0.4053 1.0887 0.4540
C -0.029036 1.187574 -2.041652 -0.3765 0.0703 -0.0897
H -2.581450 1.967178 0.944804 0.0555 0.4792 -0.4294
H -0.798062 1.676651 0.944655 0.7454 -0.0100 0.2822
H -1.828843 1.057413 2.283370 0.3474 0.1797 0.2665
H 0.379379 0.319460 -2.545698 -0.0864 -0.1889 0.1159
H 0.626050 2.029022 -2.250846 -0.0773 0.1061 0.2730
H -0.080967 1.006527 -0.959299 0.4100 -0.0034 -0.2095
H 1.588953 1.507549 1.063841 0.0663 0.1480 -0.1670
H 0.865870 0.795207 2.229380 0.2280 1.0334 -0.4674
O 0.953723 1.704147 1.824250 -0.4143 -1.3736 -0.0353
H -1.456833 -1.239483 -1.560630 -0.0881 0.0900 0.0748
H -1.674586 -2.567107 -2.347021 0.7417 1.4710 0.0377
O -1.231343 -1.673913 -2.378971 -0.6355 -1.8009 -0.5888
H 2.856159 -1.812954 -0.622751 0.7161 -0.3972 -0.1885
H 2.296691 -0.187327 -0.372751 0.3479 -0.2345 0.0039
O 2.073968 -1.329866 -0.405245 -0.9093 0.5645 -0.0348
H 1.116453 -1.585062 0.846453 0.8906 0.0954 -0.5368
H -0.311877 -1.376319 1.321986 -0.3189 -0.4154 0.1659
O 0.582920 -1.460435 1.659753 -0.6569 0.4681 0.6819
H 3.397058 1.298208 -0.389193 0.7882 0.0877 -0.0457
H -1.046873 1.385358 -2.389625 0.1582 -0.0011 -0.1557
O 2.498914 1.028817 -0.263689 -1.1994 0.0062 0.4227


27
Properties=species:S:1:pos:R:3:forces:R:3 method="wB97M-V/def2-TZVPD" orbital_gap_ha="0.113 / 0.111" multiplicity=4 total_energy_ha=-1631.57294 de_lowest_kcal_mol=0.0
V -0.684539 0.013899 -0.020475 1.2297 -1.7320 -0.5388
O 0.967189 -1.128030 -0.000393 -3.6755 -1.6773 0.3225
C 1.936689 -0.247550 0.391335 -0.0232 -1.2552 -3.5188
C 2.719427 0.131843 -0.870676 2.7063 1.9248 4.4242
O 3.544275 1.085653 -0.293060 0.1678 0.9536 -1.4993
H 2.550856 -0.666115 1.136077 1.2667 -0.2289 0.9285
H 1.395980 0.577258 0.765438 0.2136 2.1183 0.9487
H 2.065673 0.491083 -1.645544 -1.3056 0.4662 -1.2764
H 3.323445 -0.667721 -1.289652 -0.2396 -0.8892 -0.2610
O -0.039721 2.101126 -0.488998 -0.6846 -0.2865 0.6444
H 0.865748 2.187980 -0.815599 0.4349 0.0443 -0.1590
H -0.696692 2.332036 -1.152717 0.5402 0.2964 -0.3518
O -1.708087 -2.045413 0.397516 0.4198 -1.2829 -0.5106
H -2.334058 -2.298950 -0.289338 -0.3622 0.2894 0.0130
H -1.155802 -2.874435 0.397701 0.0413 1.4798 0.4738
O -0.613610 -0.008181 -2.243982 -1.1632 -0.4599 0.5396
H -1.414344 -0.089110 -2.778290 0.7421 0.1893 -0.3881
H 0.150465 0.310700 -2.720005 0.5192 -0.0974 -0.4775
O -1.088779 0.921825 1.883471 -1.6274 -0.0426 0.6924
H -0.800331 1.816254 2.087987 0.3930 0.1483 -0.1430
H -2.028109 0.892743 2.184817 1.1281 -0.2160 -0.0726
O 0.708627 -1.755632 2.689870 -0.3118 0.4003 2.0309
H 0.909998 -1.704500 1.777466 0.1266 -0.5515 -2.6170
H 1.032411 -0.877340 2.918470 -0.0457 -0.0455 0.6584
O -2.827621 0.421642 -0.605590 -1.0685 2.8505 2.8114
H -3.479135 1.053701 -0.109831 1.6022 -1.8021 -1.5275
H -3.299956 0.025234 -1.305997 -1.0241 -0.5941 -1.1467


25
Properties=species:S:1:pos:R:3:forces:R:3 method="wB97M-V/def2-TZVPD" total_charge=+1 orbital_gap_ha=0.370 total_energy_ha=-496.63555 de_lowest_kcal_mol=12.8
N -1.819726 0.489933 0.596342 -0.8257 0.4326 -0.4726
C -1.744222 -0.473856 -0.554835 -1.8445 -2.0020 0.3508
C -0.882698 -1.674970 -0.038584 1.6329 0.9786 -0.2877
N -0.263816 -2.401494 -1.124052 -0.4661 0.4778 -0.3082
H -1.834609 -0.043424 1.468034 1.0030 0.3495 0.1801
H -1.015092 1.118350 0.459374 0.3926 -0.2036 0.7193
H -2.588291 1.153344 0.734946 -0.4050 -0.3564 -0.9244
H -2.745819 -0.888976 -0.877089 0.8189 0.8187 0.6772
H -1.353923 0.023364 -1.418522 0.6253 0.2302 -0.2107
H -0.118305 -1.256472 0.648065 0.0311 -0.0516 -0.6545
H -1.363421 -2.344528 0.647968 -1.1622 -0.2092 0.1419
H -0.704352 -3.272137 -1.367804 0.1483 -0.0703 0.1065
H 0.738373 -2.442254 -1.134016 0.0466 -0.1181 0.1966
H 0.464360 2.900710 -1.216264 -0.0724 0.0036 0.0467
H 0.916589 1.443701 -1.021594 -0.1504 0.2957 -0.3199
O 0.373470 2.148345 -0.622761 -0.0989 -0.3959 0.3528
H 2.563256 0.528104 -2.706773 0.3532 0.5751 0.9463
H 1.348218 -0.118999 -2.940766 -0.9314 -0.1042 0.7710
O 1.742715 0.381857 -2.203364 0.6976 -0.6644 -1.7148
H -0.082367 0.745986 3.459335 -0.0489 -0.0680 0.1756
H 0.655462 0.381489 2.181146 -0.0261 0.0028 0.3188
O -0.191931 0.237304 2.651111 0.3241 0.1196 -0.0667
H 3.056914 1.385400 2.078458 0.0030 -0.0054 0.0048
H 2.463840 1.105533 0.684962 0.0798 0.1120 0.1182
O 2.385383 0.873678 1.616689 -0.1250 -0.1471 -0.1472


25
Properties=species:S:1:pos:R:3:forces:R:3 method="wB97M-V/def2-TZVPD" smiles=CCN.O.O.O.O.O orbital_gap_ha=0.377 total_energy_ha=-517.32184 de_lowest_kcal_mol=37.6
C -0.032548 -1.650699 2.770379 1.3412 -0.6944 -0.6286
C -1.180910 -1.462955 1.781925 0.5578 -1.7816 0.3717
N -1.225299 -0.192859 1.125618 2.2056 0.8861 -1.5507
H 0.581296 -0.795560 2.928517 -0.3330 1.5318 0.6440
H -0.340608 -2.092498 3.688392 -0.1641 -0.1696 0.8667
H 0.817979 -2.252012 2.399187 -0.7674 -0.6103 -0.2868
H -1.031032 -2.321540 1.076136 -0.5835 0.9906 -0.0156
H -2.122997 -1.660985 2.297780 -0.0440 0.1557 -0.0925
H -0.244772 -0.048705 0.670885 -2.3990 0.0030 0.9492
H -1.340613 0.566083 1.800508 0.1690 -0.2733 -0.2183
O 1.912358 -0.354659 -1.821866 1.8024 -0.4955 3.4261
H 1.247457 0.203533 -2.151389 -1.9730 0.7568 -1.7250
H 2.365600 -0.925962 -2.384288 0.5379 -0.9608 -1.9126
O 2.708833 0.716682 0.449134 -0.0831 1.6786 0.1480
H 2.753805 0.261083 1.274330 0.1055 -0.7038 0.4986
H 2.782567 0.146052 -0.310945 -0.1691 -0.8839 -0.5720
O 0.474426 2.344560 -0.069174 1.0298 -1.1036 -0.5026
H 1.225479 1.657077 -0.090881 -0.8853 1.4091 0.5220
H 0.871589 3.169000 -0.381156 0.0115 -0.2187 0.1483
O -0.271924 0.860813 -2.416971 -0.4480 0.8219 0.5942
H -0.157895 1.498365 -1.668133 -0.2903 -0.2935 -0.4700
H -1.147961 0.470539 -2.254389 0.2049 -0.0941 -0.0253
O -2.946650 -0.573840 -1.201726 -1.9240 -4.4271 -7.2615
H -2.706791 -0.252733 -0.441999 2.4711 2.9462 7.1674
H -2.711602 -1.538242 -1.160872 -0.3728 1.5304 -0.0748